Below is a cluster of 10 separate species, H20O10 in total in a non-equilibrium geometry, with properties calculated with wB97M-V/def2-TZVPD.

Calculated values
* E_tot: -20800.60059 eV
* HOMO energy: -0.408 Eh
* maximum force: 2.4 eV/A
* relative energy (zero: lowest compared OMol25 entry of this formula, charge and spin): 46.4 kcal/mol
* net charge: 0
* multiplicity: 1

Last columns: bonded neighbours and bond lengths (Å).
Element x y z (Å)
1 O -2.276 -0.808 3.349  H2 0.933, H3 0.945
2 H -2.129 -1.130 4.212  O1 0.933
3 H -1.413 -0.748 2.967  O1 0.945
4 O 3.774 0.337 0.617  H5 0.944, H6 0.980
5 H 4.246 0.412 1.432  O4 0.944
6 H 3.430 -0.579 0.558  O4 0.980
7 O -1.282 2.282 0.851  H8 0.956, H9 0.983
8 H -0.965 3.072 0.416  O7 0.956
9 H -2.257 2.220 0.752  O7 0.983
10 O 2.061 1.692 -1.611  H11 0.986, H12 0.939
11 H 2.282 1.260 -0.753  O10 0.986
12 H 2.886 2.048 -1.885  O10 0.939
13 O -3.366 0.472 0.366  H14 1.006, H15 1.013
14 H -3.814 0.810 1.202  O13 1.006
15 H -3.321 -0.540 0.346  O13 1.013
16 O 2.176 -0.953 -3.278  H17 0.967, H18 0.948
17 H 2.516 -0.609 -2.440  O16 0.967
18 H 2.238 -0.154 -3.784  O16 0.948
19 O -1.943 -1.810 -0.349  H20 0.935, H21 0.984
20 H -2.041 -2.661 -0.721  O19 0.935
21 H -1.579 -1.149 -0.981  O19 0.984
22 O -0.150 -0.299 1.621  H23 0.991, H24 1.004
23 H -0.560 0.559 1.343  O22 0.991
24 H -0.642 -1.023 1.129  O22 1.004
25 O -1.039 0.450 -1.884  H26 0.986, H27 0.966
26 H -0.103 0.637 -2.130  O25 0.986
27 H -1.338 1.163 -1.305  O25 0.966
28 O 1.836 -1.646 0.048  H29 0.949, H30 0.965
29 H 1.280 -1.046 0.530  O28 0.949
30 H 1.494 -2.257 -0.616  O28 0.965